*a*
Computed, not measured: a molecular structure, C22H20N4O3, with the ωB97M-V functional and the def2-TZVPD basis.

Geometry as XYZ:
```
49
C22H20N4O3 (the ωB97M-V functional and the def2-TZVPD basis)
C 2.29587 0.23542 -0.00998
H -1.32558 -1.97404 0.94417
H 7.49871 -2.52036 -0.76977
H -2.19498 2.53917 0.10895
H -0.93893 -1.95860 -0.73982
H -4.91622 -2.91475 0.91780
C 1.75529 1.67681 0.17707
C 5.67904 0.08196 -1.40049
O -0.33267 3.05990 0.13755
H 1.18319 -1.84976 2.43336
N -2.60290 1.49869 -0.05410
H -6.58173 -3.20026 -0.83022
H 5.97079 -3.25839 0.97467
C 4.78936 -1.37023 0.46663
N -1.87075 0.30362 0.41915
H -0.29456 -0.67129 2.64498
H 1.16393 -0.89037 -1.31015
C 6.75208 -0.58878 -1.38982
H -2.97611 -0.39528 1.56021
C -3.96536 1.38414 -0.38705
C 0.25898 -0.95749 0.50200
H 2.69731 3.76042 0.25857
C 0.17822 1.85640 0.50366
H -5.66312 0.82180 -1.98824
C -5.14765 -2.23575 0.14211
C -0.57832 -1.99432 0.39282
C 6.75653 -2.03730 -0.70148
C -0.56142 0.43084 0.43264
H 7.45711 -0.50132 -2.13158
C 4.63527 -0.26847 -0.42850
C 0.74073 -0.87804 2.13797
O -4.48458 2.32883 -0.55445
C 5.79593 -2.40155 0.21195
C -5.97201 -2.24722 -0.76673
C 1.43300 -0.88420 -0.14951
C -6.11458 -1.46085 -1.80474
C -5.53086 -0.02126 -1.58316
H 1.35650 -0.12390 2.46157
O -3.57812 -1.19523 1.63499
H -6.85424 -1.36353 -2.62367
H 2.06382 -1.85885 0.13080
N 3.79672 1.94042 0.11113
H 5.57592 1.02322 -1.50716
C -4.59294 0.21349 -0.39432
C 2.76790 2.54851 0.25283
N 3.64217 0.82212 -0.13958
H 0.11311 -2.91276 0.40592
H 3.88702 -1.55428 1.44768
C -4.46482 -1.08987 0.60545
```

## Properties
Kohn-Sham gap (eV): 6.99
LUMO (eV): -1.30


*b*
Computed, not measured: C22H20N4O3 in the gas phase, with the ωB97M-V functional and the def2-TZVPD basis.

Geometry as XYZ:
```
49
C22H20N4O3 (the ωB97M-V functional and the def2-TZVPD basis)
C -6.95358 1.02515 2.49598
C 4.69536 -1.90519 -1.19641
C -4.83568 1.60959 4.21175
C -4.65015 1.63363 2.84092
N 1.23852 -1.57184 -0.38634
H -3.68151 1.89572 2.44269
O 7.99192 -0.81107 -2.42837
H 3.20207 0.71779 -1.62913
H -5.97522 0.49131 0.02369
O 2.41068 -2.22610 -0.49039
C -5.49193 1.36396 0.47722
C -3.22127 0.37909 0.17063
H -8.09566 0.76169 4.28010
C 7.75523 0.52702 -2.79785
C 5.67536 -1.06502 -1.72855
C -8.11089 0.72418 1.59203
C 7.26943 -2.86019 -1.57467
N -4.11369 1.38852 0.08121
C -2.29867 2.21160 -0.64814
H -5.94970 2.26789 0.06214
N -0.82153 0.17811 -0.39275
H 7.00266 0.59806 -3.58945
H 7.44214 1.13119 -1.94055
H 5.41165 -0.05274 -1.98478
H 8.70678 0.90063 -3.17225
C 6.96518 -1.53964 -1.91949
H -9.01944 0.58342 2.17161
C 3.34936 -1.40356 -0.99874
H 8.27767 -3.20897 -1.73086
H -1.63165 2.94146 -1.05541
C 0.35217 0.67091 -0.85942
C -5.69365 1.33550 1.97659
N -3.56382 2.49190 -0.40662
C -7.12401 1.00368 3.87358
O 0.53343 1.80100 -1.26412
H -6.23109 1.26482 5.79909
C 1.43228 -0.34651 -0.82434
H 6.54399 -4.70249 -0.78754
H -4.01236 1.84398 4.86946
C 2.77325 -0.17673 -1.23345
C 6.29669 -3.68503 -1.04960
C 5.00813 -3.21874 -0.85660
H -8.27244 1.53795 0.88656
H -3.48632 -0.58678 0.54988
C -6.07628 1.28833 4.73075
H -7.92961 -0.18501 1.01820
H 4.24348 -3.85885 -0.44654
C -2.01915 0.87646 -0.29878
H -0.81899 -0.78658 -0.08867
```

## Properties
Kohn-Sham gap (eV): 8.54
LUMO (eV): 0.16
SMILES string: COc1cccc(-c2cc(C(=O)Nc3cnn(Cc4ccccc4C)c3)no2)c1


Unit: hartree. Relative energies: *a* 0.6834; *b* 0.0000.


*a*
Computed, not measured: 2 unconnected molecules or ions with the total composition C2H9NP, with the ωB97M-V functional and the def2-TZVPD basis.

Geometry as XYZ:
```
13
C2H9NP (the ωB97M-V functional and the def2-TZVPD basis)
C 1.68345 0.98555 -0.42904
H 2.19835 0.38638 -1.04841
N -0.33959 -1.60671 0.04695
H -0.72592 -0.18710 -1.34023
H 1.90626 0.80232 0.61720
H 1.64868 2.07963 -0.65059
H -1.08176 -2.09150 0.57805
H 0.62962 -1.96035 0.36685
C -0.76684 -0.18883 -0.27688
H -1.05719 1.17248 1.94114
H -1.80650 1.88602 0.20829
P -1.85183 0.72982 0.86787
H -0.43672 -2.00772 -0.88118
```

## Properties
Total charge: +1
Kohn-Sham gap (spin up / spin down) (eV): 7.93 / 8.79
LUMO (spin up / spin down) (eV): -5.08 / -4.14


*b*
Computed, not measured: 2 unconnected molecules or ions with the total composition C2H9NP, with the ωB97M-V functional and the def2-TZVPD basis.

Geometry as XYZ:
```
13
C2H9NP (the ωB97M-V functional and the def2-TZVPD basis)
H 0.01639 1.25038 -0.87034
C 0.81854 -1.40201 -0.54607
H 0.36455 -0.92095 1.29515
H 1.57470 -2.23660 -0.20322
H 1.16538 -1.06691 -1.50194
H -1.34860 -0.13817 -0.77101
N 0.62524 -0.35765 0.41463
P -0.76489 1.99585 1.02834
H -0.18549 -2.05171 -0.74484
H 1.46269 0.13902 0.60292
H -1.97258 1.70025 1.51905
C -0.28250 0.65908 -0.11336
H -1.47344 2.42943 -0.10931
```

## Properties
Total charge: +1
Kohn-Sham gap (eV): 10.45
LUMO (eV): -3.82


Unit: hartree. Relative energies: *a* 0.0618; *b* 0.0000.


*a*
Computed, not measured: HNO3S in the gas phase, with the ωB97M-V functional and the def2-TZVPD basis.

Geometry as XYZ:
```
6
HNO3S (the ωB97M-V functional and the def2-TZVPD basis)
N 1.03926 -0.33503 -0.27983
O -1.45752 0.78062 0.20159
H -1.97108 -0.03540 0.12751
O 0.58404 -0.11317 -1.34521
O 1.98091 -0.91467 0.12054
S -0.17561 0.61766 1.17541
```

## Properties
Kohn-Sham gap (eV): 9.29
LUMO (eV): -0.66


*b*
Computed, not measured: HNO3S in the gas phase, with the ωB97M-V functional and the def2-TZVPD basis.

Geometry as XYZ:
```
6
HNO3S (the ωB97M-V functional and the def2-TZVPD basis)
S 0.31146 -0.93059 -0.24494
O 2.41848 -0.49804 1.04305
H -0.35650 -1.28778 -1.34783
O 1.76633 -0.08155 -0.91453
N 2.71144 0.06121 0.07185
O 3.57978 0.75439 -0.28018
```

## Properties
Kohn-Sham gap (eV): 9.69
LUMO (eV): -0.49


Unit: hartree. Relative energies: *a* 0.0000; *b* 0.0453.